102
Properties=species:S:1:pos:R:3:forces:R:3 method="wB97M-V/def2-TZVPD" spin_multiplicity=1 smiles="CCOCCOC1=C(OCC)C(=O)OC1=O.NC(N)=O.NC(N)=O.NC(N)=O.NC(N)=O.NC(N)=O.NC(N)=O.NC(N)=O.NC(N)=O.NC(N)=O"
C -1.661414 -0.244693 -2.785047 -0.17 0.00 0.95
C -1.448604 -0.970773 -1.348871 -1.03 0.26 -1.45
O -0.280361 -1.855958 -1.423999 -0.27 1.82 1.57
C 0.910937 -1.086132 -1.176293 1.40 0.40 -0.71
C 1.899665 -1.716698 -0.086072 1.28 -0.50 -1.29
O 1.245271 -2.399194 1.016971 -1.72 2.31 0.55
C 0.272453 -1.596730 1.642854 0.50 -0.33 -0.27
C 0.198621 -0.211180 1.909492 -0.44 -2.82 -0.17
O 1.179481 0.745170 1.590011 -2.87 -1.43 1.43
C 1.063563 1.957575 2.392059 1.96 2.33 0.53
C 2.598955 2.357927 2.798100 -1.44 -0.73 0.74
C -1.223444 -0.086626 2.597379 -1.21 1.96 0.34
O -1.887779 0.882722 2.978330 2.61 -3.21 -1.32
O -1.818115 -1.399294 2.732918 1.37 -0.21 -0.75
C -0.988671 -2.403202 2.156574 0.48 -0.01 0.01
O -1.252532 -3.610091 2.143993 0.74 4.26 0.19
H -1.007560 0.692154 -2.869965 -0.90 -1.48 0.01
H -2.761466 0.049443 -2.826822 1.42 -0.27 -0.14
H -1.431971 -0.963107 -3.648785 -0.34 1.10 1.47
H -1.362213 -0.199315 -0.509806 0.14 -0.99 -1.05
H -2.411424 -1.565926 -1.132271 1.77 0.40 -0.29
H 1.498840 -1.068137 -2.171186 -0.69 0.11 1.57
H 0.734135 0.004437 -0.899534 -0.24 -1.40 -0.34
H 2.673336 -0.969587 0.326753 -1.44 -0.78 -0.74
H 2.523998 -2.515688 -0.634919 -1.12 0.94 1.16
H 0.517571 1.823625 3.382489 0.37 -0.07 -1.65
H 0.639004 2.825996 1.764445 0.37 -1.62 0.97
H 3.329165 2.113979 1.953708 -1.02 0.47 1.27
H 2.809322 1.742907 3.749949 0.19 0.92 -1.65
H 2.613907 3.450105 3.122161 0.07 -1.40 -0.71
N 0.529621 -5.349179 5.833700 0.25 0.22 0.45
C 1.421847 -5.580801 4.841993 0.22 -0.15 0.28
N 1.040299 -5.120387 3.624258 0.13 0.21 -0.67
O 2.485642 -6.158057 5.028001 0.02 0.05 -0.06
H -0.346391 -4.879581 5.699984 -0.06 -0.31 0.11
H 0.772004 -5.675062 6.754103 -0.18 -0.01 -0.17
H 1.673761 -5.270729 2.856731 -0.17 0.04 0.09
H 0.171742 -4.645297 3.453553 0.08 -0.13 -0.09
N 0.731140 2.313415 -6.028588 -0.05 -0.12 0.16
C 0.301256 1.050927 -5.793568 0.32 0.22 0.44
N -0.434567 0.506817 -6.795992 -0.41 -0.64 -0.35
O 0.554648 0.445326 -4.759515 0.11 -0.08 -0.11
H 0.533349 2.827177 -6.871155 0.16 -0.01 0.27
H 1.280049 2.751336 -5.308848 -0.11 -0.05 -0.19
H -0.773596 -0.431413 -6.659447 0.02 0.18 -0.01
H -0.653945 0.984613 -7.650557 0.06 0.02 0.11
N -3.449485 -4.590303 5.230010 0.22 0.20 -0.56
C -3.214698 -5.276745 6.377248 0.24 -0.20 0.02
N -4.213559 -5.210905 7.293065 -0.34 -0.15 0.63
O -2.183810 -5.905662 6.570759 -0.24 0.21 0.00
H -4.288102 -4.068558 5.052599 0.09 -0.02 0.02
H -2.731438 -4.614842 4.523573 -0.22 0.02 0.00
H -4.076411 -5.707750 8.157737 -0.03 0.09 -0.16
H -5.066581 -4.701016 7.154375 0.09 -0.03 -0.01
N -6.227504 -0.405627 -4.833110 -0.22 0.57 -0.53
C -5.439374 -1.285252 -4.164884 0.44 -0.21 -0.04
N -6.018252 -1.850552 -3.077348 -0.07 -0.29 0.68
O -4.298358 -1.546995 -4.516012 -0.11 0.04 -0.03
H -7.166560 -0.177864 -4.560830 0.06 -0.10 0.01
H -5.833917 0.035970 -5.647199 -0.06 -0.09 0.16
H -5.465329 -2.509411 -2.555067 -0.04 0.14 -0.15
H -6.955760 -1.649358 -2.772417 -0.08 -0.15 -0.14
N 3.734634 5.787670 0.743233 0.54 0.44 0.40
C 2.606487 5.117446 0.396683 -0.46 -0.09 -0.01
N 2.595266 4.637387 -0.870582 -0.24 -0.29 -0.49
O 1.677635 4.959481 1.172181 0.01 0.01 0.01
H 4.514625 5.930021 0.124900 -0.09 0.11 -0.05
H 3.778755 6.158157 1.679022 -0.04 0.05 -0.19
H 1.774258 4.132951 -1.162993 0.15 0.07 0.03
H 3.351012 4.756961 -1.520710 -0.01 -0.03 0.09
N 2.838231 5.810868 -7.694432 0.57 -0.18 0.30
C 1.548442 5.473342 -7.936137 -0.06 -0.05 -0.04
N 0.838787 6.397918 -8.627265 -0.58 0.17 -0.27
O 1.062624 4.415395 -7.559427 0.12 0.54 -0.33
H 3.256157 6.672583 -7.994138 -0.06 -0.06 0.01
H 3.398050 5.148287 -7.183114 -0.07 0.12 -0.11
H -0.124346 6.182508 -8.826133 0.17 0.06 0.03
H 1.218146 7.270957 -8.944973 0.00 -0.08 0.04
N -10.630126 -2.645314 -0.817352 -0.62 0.30 0.04
C -9.461524 -2.933898 -1.441521 0.02 0.08 -0.25
N -8.610984 -3.710217 -0.724725 0.62 -0.30 0.11
O -9.195474 -2.526334 -2.563409 0.10 0.11 0.11
H -10.867904 -2.969554 0.102089 0.04 0.01 -0.08
H -11.288046 -2.071029 -1.318121 0.11 -0.11 0.10
H -7.732251 -3.946833 -1.155308 -0.17 -0.03 0.08
H -8.810105 -4.054797 0.196509 0.00 0.03 -0.08
N 6.731276 -0.381895 4.462593 0.70 0.05 -0.02
C 5.503313 0.194823 4.471799 -0.18 0.15 0.00
N 4.470557 -0.669222 4.319055 -0.55 -0.08 -0.03
O 5.341313 1.401346 4.607920 0.19 0.05 -0.13
H 6.885186 -1.367703 4.352522 -0.04 0.07 0.01
H 7.524989 0.226536 4.574140 -0.13 -0.17 0.05
H 3.542416 -0.279924 4.320481 0.15 -0.12 -0.02
H 4.582451 -1.660628 4.206423 -0.01 0.06 0.03
N 5.723725 3.800377 1.805066 -0.48 0.30 0.07
C 6.889800 3.474092 1.200356 -0.06 0.08 -0.13
N 7.704888 2.676728 1.934768 0.74 -0.44 0.12
O 7.184424 3.867888 0.078854 -0.03 0.04 -0.02
H 5.463183 3.487240 2.725056 0.06 -0.15 -0.02
H 5.087874 4.393012 1.289362 0.12 -0.34 0.29
H 8.582664 2.411151 1.519957 -0.17 0.06 0.06
H 7.479199 2.344280 2.855601 -0.17 0.07 -0.06

---

16
Properties=species:S:1:pos:R:3:forces:R:3 method="wB97M-V/def2-TZVPD" de_lowest_kj_mol=440.3 spin_multiplicity=1
C -1.548974 1.011738 0.086084 0.02 0.07 -0.04
C -1.386728 -0.485194 0.342476 -0.05 -0.05 -0.01
C 0.055282 -0.864916 0.683549 -0.01 -0.03 -0.03
C 0.942995 -1.145027 -0.513711 -0.07 -0.27 0.33
C 2.021174 0.330324 -0.749519 0.11 0.33 -0.09
O 2.293097 -0.906669 -0.147044 -0.08 -0.11 0.07
H -0.940378 1.342905 -0.764056 -0.10 -0.04 0.11
H -1.238152 1.590839 0.964622 -0.05 -0.08 -0.14
H -2.590194 1.269742 -0.133153 0.16 -0.04 0.02
H -1.697011 -1.055808 -0.541421 0.03 0.07 0.12
H -2.054307 -0.783385 1.160332 0.14 0.04 -0.11
H 0.071078 -1.867492 1.141402 0.01 0.08 -0.03
H 0.493085 -0.185319 1.433111 0.01 -0.06 -0.18
H 1.036461 0.038109 -1.371044 0.03 0.33 -0.03
H 2.741592 0.565414 -1.536257 -0.16 -0.04 0.08
H 1.800984 1.144744 -0.055365 0.01 -0.20 -0.09

---

20
Properties=species:S:1:pos:R:3:forces:R:3 method="wB97M-V/def2-TZVPD" spin_multiplicity=1 charge=+2
C 2.929351 -0.355321 -0.253949 -1.32 0.26 -0.17
C 2.011285 0.777779 0.332958 3.42 -1.14 0.19
O 2.336716 1.467359 1.209941 -0.64 0.63 0.24
O 0.619987 0.995136 -0.206407 -0.48 -0.59 -0.95
C -0.276966 0.557949 0.915276 -1.34 1.07 1.92
N -1.582791 0.053818 0.479931 2.91 -0.44 -0.30
C -2.096131 0.699472 -0.728335 -0.68 1.13 0.73
S -1.639074 -1.658043 0.357793 -3.96 -4.66 -1.51
O -1.295970 -2.136690 -0.963523 1.67 1.71 1.27
O -2.973604 -2.044889 0.710250 1.64 1.33 0.79
F -0.648996 -2.344913 1.437393 -0.71 2.24 -1.39
H 2.413108 -1.344984 -0.101209 0.51 0.89 -0.41
H 3.107134 -0.149183 -1.347618 -0.06 -0.44 1.04
H 3.879044 -0.339845 0.338918 -0.92 0.19 -0.63
H 0.312824 -0.151473 1.544108 -0.76 0.23 -0.67
H -0.467231 1.462503 1.560293 0.37 -0.70 -0.89
H -3.202687 0.532379 -0.843930 1.08 -0.05 -0.20
H -1.571023 0.388194 -1.695332 -0.54 -0.47 0.43
H -1.972263 1.822341 -0.576132 -0.31 -0.96 0.04
Sn 0.117287 1.768410 -2.170425 0.14 -0.24 0.48

---

11
Properties=species:S:1:pos:R:3:forces:R:3 method="wB97M-V/def2-TZVPD" de_lowest_kj_mol=289.3 spin_multiplicity=1
N -1.723028 0.294345 0.026768 -0.30 -0.07 -0.02
C -0.317682 -0.049718 -0.013950 0.15 0.18 0.03
C 0.643062 -1.030561 -0.138734 -0.06 0.04 0.00
C 1.816111 -0.249713 -0.018683 0.18 0.02 0.01
N 1.566775 1.057537 0.159216 0.04 -0.29 -0.04
N 0.239493 1.151661 0.158089 -0.11 -0.06 -0.01
H -2.247787 -0.073156 0.818797 0.09 0.05 -0.16
H -2.241127 0.160725 -0.840142 0.09 -0.01 0.17
H 0.548648 -2.096883 -0.286688 0.02 0.20 0.03
H 2.840709 -0.600166 -0.055040 -0.14 0.05 0.00
H -1.125169 1.435930 0.190368 0.04 -0.11 -0.01

---

no.,LUMO (eV),HOMO-LUMO gap (eV)
1,-0.8,8.29
2,1.0,9.31
3,-11.6,6.69
4,0.4,9.21